[1]
Computed, not measured: an isolated ion of composition C9H15N2O2 and charge +1 at a distorted geometry, with wB97M-V/def2-TZVPD.

Highest occupied orbital energy = -14.139 eV
LUMO energy = -5.08 eV
Total charge = +1
E_tot = -16638.9660 eV

Positions of all 28 atoms, in Å:
C (-0.8171, 1.1157, -1.8470)
C (0.1091, 1.0860, -0.8258)
C (-2.0233, 0.3977, -1.4770)
C (-1.7839, -0.1079, -0.1029)
C (-0.3327, 0.3356, 0.4292)
C (0.0008, -1.0051, 2.4559)
C (2.0248, -0.1199, 1.2661)
C (0.6152, -2.0252, 0.0810)
C (0.6318, -0.7635, 1.0111)
N (-0.3112, 1.8530, -2.8028)
N (1.2156, 1.7361, -1.1092)
O (2.2315, 2.0074, -0.6457)
O (0.9567, 2.2084, -2.4976)
H (-2.8894, 1.0890, -1.6085)
H (-2.1764, -0.5334, -2.1612)
H (-2.6500, 0.2875, 0.4882)
H (-1.9831, -1.2015, 0.0006)
H (-0.6441, 1.1099, 1.1338)
H (0.4920, -1.8020, 2.8991)
H (-1.0434, -1.2889, 2.3059)
H (0.1523, -0.0857, 3.0872)
H (2.6653, -0.5212, 2.0022)
H (2.6369, 0.0210, 0.3455)
H (1.8290, 0.8922, 1.5840)
H (-0.3699, -2.2496, -0.2495)
H (1.0364, -2.9264, 0.6498)
H (1.1708, -1.7995, -0.8295)
H (-0.7437, 2.2902, -3.5829)

[2]
Computed, not measured: C38H45KN5O2P3S5 as an isolated structure, with wB97M-V/def2-TZVPD.

Highest occupied orbital energy (spin up / spin down) = -3.655 / -3.676 eV
LUMO energy (spin up / spin down) = 2.15 / 2.14 eV
Total charge = -1
E_tot = -150056.7468 eV
Multiplicity = 2

Positions of all 99 atoms, in Å:
K (-0.8857, 0.9879, 0.0726)
N (-0.2862, -1.9625, 2.8302)
C (0.6416, -0.9815, 2.9396)
N (0.5059, 0.2168, 2.4627)
C (1.5987, 1.0106, 2.7704)
C (2.5673, 0.4064, 3.4994)
S (2.1315, -1.2394, 3.8200)
C (1.6373, 2.3823, 2.2254)
C (2.5543, 3.3346, 2.5381)
S (2.2175, 4.7708, 1.6089)
C (0.8211, 3.9397, 0.8093)
N (0.6885, 2.6952, 1.3002)
N (0.0662, 4.4451, -0.1150)
H (-1.0741, -1.8129, 2.2060)
H (0.0040, -2.9164, 2.9554)
H (3.5158, 0.8088, 3.8126)
H (3.3498, 3.2866, 3.2628)
H (0.3510, 5.3915, -0.3427)
H (0.4039, 2.9031, -3.4645)
C (6.9536, -2.9858, -2.8585)
S (5.7146, -2.5553, -4.0947)
C (4.3406, -3.5625, -3.4762)
C (3.6653, -3.0255, -2.2215)
C (2.8545, -1.7659, -2.5031)
N (2.1023, -1.2819, -1.3466)
P (2.6010, 0.0655, -0.4019)
C (4.4202, -0.1730, -0.2938)
C (4.9012, -0.7893, 0.8616)
C (6.2608, -1.0092, 1.0378)
C (7.1600, -0.5909, 0.0668)
C (6.6947, 0.0385, -1.0805)
C (5.3343, 0.2423, -1.2612)
C (2.5098, 1.4726, -1.5596)
C (1.7330, 1.4402, -2.6707)
C (1.4778, 2.6561, -3.5048)
C (2.2682, 3.8473, -3.0727)
C (3.0237, 3.8375, -1.9462)
C (3.1416, 2.6822, -1.1489)
P (0.5810, -1.8870, -0.8197)
C (-0.2160, -2.5031, -2.3477)
C (0.2026, -3.6283, -3.0618)
C (-0.4584, -4.0214, -4.2139)
C (-1.5595, -3.3000, -4.6626)
C (-2.0015, -2.1977, -3.9494)
C (-1.3353, -1.8053, -2.7951)
C (0.9608, -3.4579, 0.0474)
C (2.1263, -3.5708, 0.8023)
C (2.3248, -4.6565, 1.6434)
C (1.3537, -5.6438, 1.7460)
C (0.1872, -5.5400, 0.9982)
C (-0.0098, -4.4545, 0.1570)
H (7.8606, -2.4357, -3.1047)
H (7.1680, -4.0546, -2.8874)
H (6.6379, -2.6916, -1.8592)
H (4.7167, -4.5752, -3.3169)
H (3.6219, -3.6124, -4.2983)
H (4.4034, -2.8179, -1.4416)
H (3.0074, -3.8001, -1.8191)
H (2.1642, -1.9595, -3.3304)
H (3.5212, -0.9708, -2.8414)
H (4.2001, -1.0757, 1.6386)
H (6.6183, -1.4878, 1.9413)
H (8.2228, -0.7476, 0.2067)
H (7.3923, 0.3706, -1.8397)
H (4.9823, 0.7431, -2.1551)
H (1.2466, 0.5153, -2.9670)
H (1.6621, 2.4325, -4.5657)
H (2.1739, 4.7533, -3.6589)
H (3.5297, 4.7411, -1.6278)
H (3.6856, 2.7206, -0.2130)
H (1.0421, -4.2121, -2.7028)
H (-0.1222, -4.8957, -4.7580)
H (-2.0811, -3.6124, -5.5590)
H (-2.8795, -1.6501, -4.2671)
H (-1.7336, -0.9778, -2.2183)
H (2.8812, -2.7965, 0.7381)
H (3.2353, -4.7244, 2.2265)
H (1.5039, -6.4889, 2.4063)
H (-0.5783, -6.3019, 1.0765)
H (-0.9331, -4.3690, -0.4035)
C (-7.4667, -1.5695, 1.6485)
C (-6.2671, -1.5008, 0.7316)
O (-5.2142, -0.8404, 1.4328)
P (-3.7867, -0.6687, 0.6891)
S (-3.9837, 0.4705, -0.9140)
S (-2.8711, -2.4002, 0.5078)
O (-3.0041, 0.1292, 1.8546)
C (-3.5025, 1.3853, 2.3536)
C (-2.4481, 1.9826, 3.2573)
H (-8.2965, -2.0681, 1.1442)
H (-7.7865, -0.5668, 1.9342)
H (-7.2246, -2.1259, 2.5544)
H (-6.4939, -0.9408, -0.1796)
H (-5.9305, -2.5015, 0.4456)
H (-4.4337, 1.1941, 2.8903)
H (-3.7241, 2.0410, 1.5068)
H (-2.2105, 1.2952, 4.0702)
H (-2.8208, 2.9162, 3.6834)
H (-1.5263, 2.1993, 2.7150)

[3]
Computed, not measured: one molecule with the formula C24H23N3O5S2 at a distorted geometry, with wB97M-V/def2-TZVPD.

Highest occupied orbital energy = -7.641 eV
LUMO energy = 0.32 eV
E_tot = -61640.0614 eV

Positions of all 57 atoms, in Å:
C (-4.7908, -2.2994, -0.2463)
C (-4.2124, -2.9473, -1.5007)
H (-4.9066, -3.7014, -1.8820)
H (-4.0473, -2.2012, -2.2867)
O (-3.0231, -3.6689, -1.2400)
C (-1.8483, -3.0107, -1.0867)
C (-0.7433, -3.8192, -0.8025)
C (0.5096, -3.2711, -0.6445)
C (0.6781, -1.8955, -0.7530)
C (-0.4082, -1.0847, -1.0393)
C (-1.6651, -1.6353, -1.2052)
H (-2.4855, -0.9732, -1.4281)
H (-0.2749, -0.0187, -1.1323)
N (1.9628, -1.3104, -0.5790)
C (2.6671, -1.4862, 0.5648)
N (3.8249, -0.9714, 0.8113)
C (4.3528, -0.1610, -0.1202)
C (3.7253, 0.0934, -1.3069)
C (2.4594, -0.5017, -1.6389)
O (1.8345, -0.3782, -2.6674)
S (4.5836, 1.1846, -2.3572)
C (5.7859, 1.5839, -1.0134)
H (5.5041, 2.5630, -0.6266)
C (5.6814, 0.5033, 0.0603)
H (6.4674, -0.2491, -0.0524)
H (5.7614, 0.9258, 1.0619)
H (6.7739, 1.6462, -1.4622)
S (1.9426, -2.4148, 1.8912)
C (2.1864, -1.1291, 3.1680)
C (1.5396, 0.1510, 2.6500)
O (2.1712, 1.1685, 2.4878)
N (0.2235, -0.0236, 2.3647)
C (-0.6508, 0.8294, 1.6808)
C (-0.2343, 2.0253, 1.1157)
C (-1.1321, 2.8079, 0.4017)
C (-2.4671, 2.4085, 0.2791)
C (-2.8720, 1.2062, 0.8445)
C (-1.9737, 0.4161, 1.5301)
H (-2.2948, -0.5229, 1.9564)
H (-3.9048, 0.9156, 0.7355)
O (-3.4010, 3.1686, -0.3788)
C (-2.9737, 4.4922, -0.6152)
C (-1.5385, 4.4969, -1.1392)
H (-1.1915, 5.5116, -1.3386)
O (-0.6656, 3.9584, -0.1705)
H (-1.4870, 3.9014, -2.0609)
H (-3.6652, 4.9153, -1.3451)
H (-3.0196, 5.0717, 0.3172)
H (0.7838, 2.3618, 1.2109)
H (-0.1656, -0.9347, 2.5732)
H (3.2529, -0.9770, 3.3208)
H (1.7120, -1.4987, 4.0757)
H (1.3595, -3.9054, -0.4420)
H (-0.8948, -4.8834, -0.7226)
H (-4.9796, -3.0599, 0.5074)
H (-4.0996, -1.5685, 0.1654)
H (-5.7266, -1.8040, -0.4898)

E_tot of number 3 (C24H23N3O5S2)?
-61640.0614 eV

The lowest E_tot belongs to which entry?
C38H45KN5O2P3S5